CH7NS | the ωB97M-V functional and the def2-TZVPD basis

```
10
Properties=species:S:1:pos:R:3:forces:R:3:mulliken_charge:R:1
S 2.773748 0.201154 3.763345 -0.2 -0.3 -0.2 -0.285
H 3.998721 -0.252756 4.045570 0.1 0.0 0.0 0.143
C -2.308176 -0.722240 -3.850938 -0.2 -0.1 -0.2 -0.614
N -3.352260 0.267084 -3.735888 -0.3 0.8 0.3 -0.498
H -1.410847 -0.278585 -4.285039 0.0 0.0 0.1 0.231
H -2.085126 -1.069913 -2.845235 0.2 -0.1 0.0 0.271
H -2.572512 -1.593118 -4.456866 0.0 -0.1 0.0 0.231
H 2.966343 1.354740 4.387363 0.1 0.3 0.2 0.141
H -4.047231 0.069577 -3.034941 0.0 -0.2 -0.1 0.197
H -3.808658 0.571217 -4.580853 0.2 -0.2 -0.1 0.182
```
Positions in Å, forces in eV/Å.

Kohn-Sham gap = 9.99 eV
relative energy (zero: lowest compared OMol25 entry of this formula, charge and spin) = 43.9 kJ/mol
DFT total energy = -13475.3618 eV
HOMO energy = -8.93 eV
SMILES = CN.S

CH7NS | the ωB97M-V functional and the def2-TZVPD basis

```
10
Properties=species:S:1:pos:R:3:forces:R:3:mulliken_charge:R:1
S 2.682371 -0.160085 0.458370 -0.5 -0.1 -0.1 -0.341
H 1.367869 -0.542445 0.267248 0.6 0.1 0.1 0.189
C -0.954039 0.674885 -0.636472 0.8 0.1 0.2 -0.735
N -0.693029 -0.619255 -0.012961 -0.6 -0.6 0.3 -0.549
H -0.237790 1.368962 -0.193990 -0.2 0.2 0.1 0.273
H -0.663741 0.633394 -1.680447 -0.2 -0.1 -0.3 0.309
H -1.960736 1.073876 -0.540703 -0.2 0.0 0.0 0.296
H 2.678136 -0.462006 1.765052 -0.1 0.0 -0.1 0.130
H -1.276244 -1.362565 -0.399602 0.2 0.3 -0.1 0.216
H -0.942799 -0.604762 0.973502 0.1 0.2 -0.1 0.213
```
Positions in Å, forces in eV/Å.

Kohn-Sham gap = 10.18 eV
relative energy (zero: lowest compared OMol25 entry of this formula, charge and spin) = 26.1 kJ/mol
DFT total energy = -13475.5464 eV
HOMO energy = -9.19 eV
SMILES = CN.S

CH7NS | the ωB97M-V functional and the def2-TZVPD basis

```
10
Properties=species:S:1:pos:R:3:forces:R:3:mulliken_charge:R:1
N 1.300171 -0.070625 1.777646 0.3 -0.1 0.4 -0.786
H 1.158457 0.816219 2.239286 0.0 0.1 0.1 0.236
H 1.203359 -0.804727 2.470057 0.1 0.1 0.1 0.260
H 0.287372 -0.640117 0.430463 -0.6 0.0 -1.5 0.277
H 2.254778 -0.092400 1.434141 -0.1 0.0 0.0 0.253
C -0.869982 1.125610 -0.592067 0.2 0.7 -0.2 -0.721
S -0.373824 -0.602522 -0.840300 0.5 0.1 1.3 -0.276
H -1.914003 1.235373 -0.873796 0.0 0.1 0.1 0.264
H -0.717592 1.490198 0.425089 -0.2 -0.5 0.2 0.228
H -0.281196 1.837194 -1.178535 0.0 -0.3 -0.3 0.266
```
Positions in Å, forces in eV/Å.

Kohn-Sham gap = 8.99 eV
relative energy (zero: lowest compared OMol25 entry of this formula, charge and spin) = 25.8 kJ/mol
DFT total energy = -13475.5495 eV
HOMO energy = -8.21 eV
SMILES = CS.N

CH7O2 | the ωB97M-V functional and the def2-TZVPD basis

```
10
Properties=species:S:1:pos:R:3:forces:R:3:mulliken_charge:R:1
O 1.952495 0.962883 0.175094 0.2 0.2 0.0 -0.872
H 2.115334 1.690158 -0.440174 -0.1 -0.2 0.0 0.354
H 2.711464 0.973735 0.768458 0.0 -0.1 0.0 0.352
H -0.205043 -1.359019 -1.328548 0.1 -0.1 0.0 0.387
C -1.560020 -0.388605 0.321020 0.1 0.4 0.2 -0.727
O -0.290310 -0.525370 -0.691328 -0.1 0.0 -0.3 -0.514
H -1.558481 -1.229321 0.993962 -0.1 -0.2 0.0 0.330
H -1.359043 0.546571 0.820975 0.0 0.1 0.0 0.212
H -2.398127 -0.318256 -0.352766 -0.1 -0.2 0.0 0.283
H 0.591735 -0.352778 -0.266694 0.0 0.1 0.0 0.195
```
Positions in Å, forces in eV/Å.

Kohn-Sham gap (spin up / spin down) = 4.68 / 12.78 eV
relative energy (zero: lowest compared OMol25 entry of this formula, charge and spin) = 9.3 kJ/mol
DFT total energy = -5241.3892 eV
multiplicity = 2
HOMO energy (spin up / spin down) = -4.06 / -12.37 eV

CH7O2 | the ωB97M-V functional and the def2-TZVPD basis

```
10
Properties=species:S:1:pos:R:3:forces:R:3:mulliken_charge:R:1
O 1.996674 0.257387 -0.788909 0.3 3.8 -0.2 -0.654
H 2.668862 -0.344969 -0.576734 1.2 -2.2 0.5 0.341
H 2.582126 1.114112 -0.756112 -2.2 -1.8 -0.2 0.369
H 0.465420 0.155689 -0.425915 -1.2 0.7 0.8 0.466
C -1.417601 -0.442184 0.816098 1.0 -1.4 -2.3 -0.394
O -0.562297 0.428618 -0.134017 1.5 0.4 -0.3 -0.386
H -2.298252 0.141996 1.059834 0.1 -0.1 -0.1 0.242
H -0.831629 -0.775445 1.698289 -0.2 0.6 -0.8 0.266
H -1.541915 -1.255486 0.043101 -0.8 0.3 1.8 0.321
H -1.061388 0.720281 -0.935637 0.3 -0.3 0.8 0.428
```
Positions in Å, forces in eV/Å.

Kohn-Sham gap = 13.57 eV
relative energy (zero: lowest compared OMol25 entry of this formula, charge and spin) = 68.0 kJ/mol
total charge = +1
DFT total energy = -5237.1311 eV
HOMO energy = -17.53 eV

CH7O2S | the ωB97M-V functional and the def2-TZVPD basis

```
11
Properties=species:S:1:pos:R:3:forces:R:3:mulliken_charge:R:1
C 1.081692 0.275290 -1.169092 0.2 -0.1 -0.3 -0.765
S 0.913113 1.490315 0.170921 -0.1 0.0 0.2 -0.719
H 1.973384 0.462344 -1.783919 0.0 0.0 0.2 0.258
H 1.153608 -0.761820 -0.816804 0.0 0.1 0.1 0.213
H 0.249184 0.330764 -1.870423 -0.3 0.0 -0.1 0.149
H -1.428922 -1.501004 -0.499916 0.1 -0.1 0.0 0.363
H -1.369997 -2.113614 -1.906506 0.1 0.2 0.0 0.318
O -1.771952 -2.226440 -1.042227 -0.2 0.0 0.1 -0.674
H -1.669880 -0.215666 2.051930 0.0 0.0 0.0 0.292
H -0.266655 0.170826 1.590314 0.2 -0.1 -0.3 0.215
O -0.780132 -0.574560 1.993189 -0.2 0.0 0.0 -0.650
```
Positions in Å, forces in eV/Å.

Kohn-Sham gap = 6.68 eV
relative energy (zero: lowest compared OMol25 entry of this formula, charge and spin) = 27.8 kJ/mol
total charge = -1
DFT total energy = -16081.9779 eV
HOMO energy = -2.68 eV

Question: Look up the relative energy (zero: lowest compared OMol25 entry of this formula, charge and spin) of the first one.
Answer: 43.9 kJ/mol

Question: Which of these has the lowest DFT total energy?
Answer: CH7O2S